1.
Formula: C12H72O29PS
Source: the OMol25 dataset
Level of theory: ωB97M-V/def2-TZVPD

ORCA input file:
```
! wB97M-V def2-TZVPD RIJCOSX def2/J DEFGRID3
* xyz -1 1
C 1.18 4.36 2.76
C 0.42 3.75 2.03
C -0.54 3.05 1.18
C -1.90 2.70 1.88
O -2.13 1.34 1.73
P -1.11 0.55 0.55
C -2.12 1.27 -0.95
C -3.61 1.10 -0.72
C -4.46 1.32 -1.99
S -4.16 -0.14 -3.05
O -0.22 -0.43 -0.55
C 1.19 -0.20 -0.55
C 1.64 0.67 -1.77
O -0.26 -0.11 1.89
C -0.64 -1.46 2.09
C -0.02 -1.92 3.42
C 0.47 -3.37 3.35
O -1.05 -1.82 4.43
O -0.08 1.94 0.44
H 1.69 4.98 3.43
H -0.74 3.81 0.41
H -2.64 3.19 1.23
H -1.89 2.99 2.93
H -2.11 -0.47 0.51
H -1.90 2.32 -1.17
H -1.85 0.71 -1.84
H -3.86 0.11 -0.37
H -3.98 1.78 0.05
H -4.16 2.25 -2.47
H -5.50 1.34 -1.69
H -4.96 0.01 -4.13
H 1.65 -1.16 -0.72
H 1.61 0.16 0.38
H 2.25 0.11 -2.48
H 0.72 0.95 -2.30
H 2.17 1.55 -1.40
H -0.18 -2.08 1.31
H -1.71 -1.60 2.20
H 0.75 -1.23 3.75
H -0.29 -4.08 3.66
H 0.77 -3.60 2.33
H 1.30 -3.47 4.04
H -1.57 -2.63 4.39
O -2.41 5.84 2.75
H -2.40 6.78 2.53
H -1.56 5.52 2.44
O -0.16 4.15 -2.02
H 0.00 3.46 -1.36
H 0.29 3.82 -2.81
O -4.63 -0.22 1.82
H -4.64 0.73 1.94
H -3.86 -0.50 2.33
O -2.28 -4.03 2.19
H -2.94 -3.50 1.73
H -2.49 -4.93 1.95
O 3.11 -1.42 3.04
H 3.52 -0.80 3.65
H 2.74 -0.86 2.36
O -5.34 -2.84 2.56
H -5.31 -1.87 2.67
H -6.01 -3.13 3.19
O 2.97 -1.74 -3.12
H 2.29 -2.41 -3.28
H 3.79 -2.18 -3.39
O 0.68 -3.05 -1.84
H 0.37 -2.16 -1.57
H -0.12 -3.56 -1.98
O 3.01 1.41 3.42
H 3.53 2.21 3.50
H 2.35 1.62 2.75
O -7.75 -0.26 -3.94
H -7.66 0.18 -4.80
H -6.86 -0.21 -3.57
O 5.60 -3.13 -4.75
H 6.15 -3.52 -4.06
H 6.22 -2.95 -5.47
O 5.76 0.21 5.12
H 5.09 0.48 4.48
H 5.31 -0.40 5.71
O 5.68 3.03 4.19
H 6.27 2.60 4.82
H 6.21 3.14 3.39
O 4.91 1.27 -0.76
H 4.56 0.56 -1.31
H 4.45 1.16 0.08
O 0.58 -5.13 0.14
H 0.65 -4.60 -0.66
H 1.48 -5.12 0.50
O 6.29 5.03 2.29
H 6.71 5.70 2.83
H 5.96 5.51 1.52
O -6.58 1.02 -6.19
H -6.63 1.96 -6.36
H -5.73 0.76 -6.59
O 3.92 -1.23 -0.19
H 4.10 -1.87 0.51
H 4.41 -1.56 -0.95
O -1.61 8.41 1.43
H -1.02 9.13 1.66
H -2.02 8.69 0.60
O -6.99 -1.88 -6.96
H -6.94 -0.93 -6.82
H -7.66 -2.17 -6.33
O 2.32 -7.46 -0.70
H 2.44 -8.25 -0.16
H 1.41 -7.19 -0.52
O 3.07 2.52 0.89
H 2.12 2.52 0.71
H 3.47 2.80 0.06
O -1.26 0.22 -5.47
H -1.21 1.16 -5.31
H -1.95 -0.08 -4.87
O 4.84 -8.09 -2.87
H 4.80 -9.05 -2.92
H 4.39 -7.89 -2.04
*
```

Values from the calculation:
LUMO: 1.6 eV

=====

2.
Formula: C6H11N
Source: the OMol25 dataset
Level of theory: ωB97M-V/def2-TZVPD

ORCA input file:
```
! wB97M-V def2-TZVPD RIJCOSX def2/J DEFGRID3
* xyz 0 1
C 0.17 -0.30 -2.71
C -0.03 -1.29 -1.86
C -1.18 -1.33 -0.86
N -0.81 -1.00 0.48
C -0.23 0.26 0.75
C 0.49 0.53 1.83
C 1.05 1.91 2.06
H -0.40 0.63 -2.76
H 0.98 -0.38 -3.43
H 0.64 -2.12 -1.72
H -1.96 -0.68 -1.30
H -1.59 -2.33 -0.84
H -0.84 -1.61 1.27
H -0.56 1.03 0.08
H 0.82 -0.21 2.55
H 1.96 1.92 2.64
H 1.14 2.51 1.16
H 0.36 2.49 2.68
*
```

Values from the calculation:
LUMO: 1.2 eV
ΔE to the lowest compared entry with this formula, charge and spin: 174.5 kJ/mol
SMILES: C=CCN/C=C/C

=====

3.
Formula: C34H45CrIN4O5SSi
Source: the OMol25 dataset
Level of theory: ωB97M-V/def2-TZVPD

ORCA input file:
```
! wB97M-V def2-TZVPD RIJCOSX def2/J DEFGRID3
* xyz -1 2
Cr 0.48 -0.65 1.09
O 4.41 0.02 0.62
C 3.49 -0.76 0.46
O 2.26 -0.46 0.76
C 3.70 -2.12 -0.12
C 5.03 -2.46 -0.41
C 5.37 -3.70 -0.90
C 4.36 -4.65 -1.10
C 3.05 -4.32 -0.83
C 2.67 -3.04 -0.37
S 0.95 -2.77 -0.20
H 5.78 -1.71 -0.21
H 6.40 -3.94 -1.13
H 4.60 -5.64 -1.46
H 2.26 -5.06 -0.97
C 1.93 2.51 1.47
Si 0.51 1.85 0.44
C -0.96 3.05 0.90
C -2.31 2.46 0.47
C -0.82 4.45 0.30
C -1.00 3.26 2.42
C 1.05 2.19 -1.41
C 1.94 1.03 -1.89
C -0.15 2.22 -2.36
C 1.87 3.47 -1.56
H 2.07 3.59 1.33
H 2.86 2.00 1.20
H 1.77 2.32 2.54
H -2.32 2.19 -0.59
H -3.12 3.19 0.64
H -2.55 1.57 1.05
H -0.81 4.46 -0.79
H 0.10 4.94 0.64
H -1.66 5.08 0.62
H -1.13 2.33 2.97
H -1.85 3.91 2.68
H -0.09 3.74 2.79
H 1.46 0.06 -1.73
H 2.90 1.02 -1.36
H 2.14 1.14 -2.96
H -0.72 1.30 -2.29
H 0.20 2.32 -3.40
H -0.84 3.06 -2.18
H 2.80 3.41 -0.99
H 1.34 4.37 -1.24
H 2.14 3.61 -2.62
C -1.95 0.23 -5.35
N -2.16 -0.52 -4.12
C -3.19 0.03 -3.25
C -1.07 -1.09 -3.46
O -0.93 -0.97 -2.25
N -0.19 -1.77 -4.28
C -0.65 -2.51 -5.44
C 1.07 -2.24 -3.72
H -2.01 1.31 -5.16
H -2.69 -0.03 -6.11
H -0.96 0.03 -5.75
H -3.96 0.49 -3.87
H -2.80 0.79 -2.56
H -3.64 -0.76 -2.66
H -1.69 -2.27 -5.67
H -0.59 -3.59 -5.24
H -0.03 -2.30 -6.31
H 1.18 -1.85 -2.71
H 1.90 -1.90 -4.34
H 1.08 -3.33 -3.65
O -2.50 0.01 3.01
C -1.41 0.06 3.54
N -0.17 -0.08 2.95
C 0.82 0.01 3.96
O 2.00 -0.15 3.84
C 0.12 0.29 5.27
C 0.63 0.48 6.54
C -0.29 0.68 7.57
C -1.67 0.68 7.31
C -2.15 0.48 6.02
C -1.22 0.29 5.02
H 1.69 0.48 6.71
H 0.06 0.84 8.58
H -2.36 0.83 8.13
H -3.21 0.48 5.80
I 0.05 -3.38 3.08
C -1.47 -2.80 1.74
C -2.59 -3.60 1.66
C -3.64 -3.17 0.87
C -3.53 -1.96 0.21
C -2.36 -1.24 0.33
N -1.33 -1.66 1.07
H -2.64 -4.52 2.22
H -4.54 -3.77 0.78
H -4.35 -1.56 -0.39
H -2.21 -0.30 -0.18
*
```

Values from the calculation:
LUMO (spin up / spin down): 2.3 / 2.3 eV

=====

4.
Formula: C2F3NO6S2Tl
Source: the OMol25 dataset
Level of theory: ωB97M-V/def2-TZVPD

ORCA input file:
```
! wB97M-V def2-TZVPD RIJCOSX def2/J DEFGRID3
* xyz -1 1
N 0.32 -0.54 -0.93
S -0.81 -0.84 0.32
O -1.87 0.33 0.04
O -1.32 -2.19 -0.10
S 1.41 0.54 -0.67
O 1.01 1.63 0.27
O 2.05 0.98 -1.92
C 2.83 -0.23 0.27
F 3.33 -1.25 -0.42
F 3.78 0.66 0.48
F 2.41 -0.69 1.44
Tl -0.87 2.60 0.74
O -4.52 0.12 -0.79
C -3.87 -0.25 0.13
O -3.89 -0.88 1.14
*
```

Values from the calculation:
LUMO: 2.3 eV

=====

5.
Formula: C10H11HfNS
Source: the OMol25 dataset
Level of theory: ωB97M-V/def2-TZVPD

ORCA input file:
```
! wB97M-V def2-TZVPD RIJCOSX def2/J DEFGRID3
* xyz 2 1
Hf 0.83 1.27 -0.57
C 1.80 2.19 -2.35
H 2.12 1.58 -3.21
H 1.30 3.10 -2.70
H 2.64 2.43 -1.61
H 2.00 1.59 0.75
H 1.27 1.33 1.18
S -0.41 -2.89 -0.89
C 0.96 -2.80 -1.94
C 1.72 -1.65 -1.76
C 1.18 -0.80 -0.74
C -0.02 -1.34 -0.22
C -0.84 -0.71 0.79
C -1.79 -1.32 1.61
C -2.55 -0.53 2.46
C -2.38 0.86 2.46
C -1.48 1.45 1.58
N -0.74 0.67 0.73
H 1.16 -3.63 -2.62
H 2.65 -1.42 -2.28
H -1.86 -2.42 1.57
H -3.29 -1.00 3.11
H -2.95 1.50 3.16
H -1.33 2.52 1.46
*
```

Values from the calculation:
LUMO: -9.9 eV

=====

6.
Formula: C3H10N3
Source: the OMol25 dataset
Level of theory: ωB97M-V/def2-TZVPD

ORCA input file:
```
! wB97M-V def2-TZVPD RIJCOSX def2/J DEFGRID3
* xyz 1 1
C 0.20 0.75 -0.52
C 0.16 -0.75 -0.55
C -2.13 0.00 0.22
N -0.69 0.05 0.31
N 1.28 1.19 0.29
N 1.31 -1.22 0.23
H -0.23 1.47 -1.39
H -0.22 -1.46 -1.46
H -2.32 -1.04 0.37
H -2.45 0.68 1.15
H -2.48 0.52 -0.67
H 2.01 1.67 -0.25
H 1.56 -0.10 0.49
H 1.98 -1.96 -0.32
H 1.08 -1.61 1.11
H 0.96 1.81 0.99
*
```

Values from the calculation:
LUMO: -2.9 eV
ΔE to the lowest compared entry with this formula, charge and spin: 359.9 kJ/mol

=====

7.
Formula: C9H18F11FeN7O25S5
Source: the OMol25 dataset
Level of theory: ωB97M-V/def2-TZVPD

ORCA input file:
```
! wB97M-V def2-TZVPD RIJCOSX def2/J DEFGRID3
* xyz -1 6
Fe 13.65 -16.69 -28.64
C 10.49 -19.77 -29.64
F 10.27 -19.10 -28.51
F 10.99 -20.95 -29.25
F 9.45 -19.95 -30.42
S 11.84 -18.81 -30.59
O 12.84 -19.76 -31.13
O 11.28 -18.06 -31.68
O 12.41 -17.93 -29.54
C 15.86 -12.95 -27.16
F 16.74 -13.11 -28.20
F 16.32 -13.71 -26.17
F 15.75 -11.65 -26.87
S 14.08 -13.58 -27.60
O 13.40 -13.65 -26.26
O 13.56 -12.61 -28.60
O 14.20 -15.00 -28.09
C 15.64 -20.91 -27.81
F 16.58 -21.77 -28.26
F 14.41 -21.48 -27.97
F 15.92 -20.46 -26.59
S 15.73 -19.39 -29.07
O 17.12 -18.86 -29.05
O 15.32 -19.90 -30.40
O 14.76 -18.37 -28.69
N 14.39 -18.02 -32.56
S 13.77 -16.97 -33.51
O 14.57 -16.63 -34.71
O 12.79 -16.10 -32.96
F 12.91 -18.23 -34.08
S 15.25 -16.68 -31.79
O 14.64 -16.46 -30.44
O 15.88 -15.60 -32.50
F 16.52 -17.65 -31.42
C 11.74 -20.77 -25.54
N 12.55 -19.62 -25.88
O 12.46 -19.08 -26.94
O 13.24 -19.20 -24.98
H 11.17 -21.02 -26.44
H 11.12 -20.45 -24.70
H 12.40 -21.60 -25.31
C 14.77 -11.57 -32.01
N 15.19 -12.84 -31.37
O 14.33 -13.74 -31.21
O 16.42 -12.93 -31.19
H 14.05 -11.84 -32.78
H 15.61 -11.09 -32.52
H 14.37 -10.89 -31.26
C 9.73 -16.04 -27.06
N 11.10 -16.40 -26.57
O 11.32 -16.67 -25.40
O 12.02 -16.37 -27.40
H 9.84 -15.11 -27.62
H 9.09 -15.85 -26.20
H 9.42 -16.87 -27.69
C 18.67 -16.41 -27.72
N 17.69 -16.21 -28.81
O 16.49 -16.27 -28.56
O 18.15 -16.06 -29.94
H 19.37 -15.57 -27.77
H 19.04 -17.43 -27.71
H 18.18 -16.26 -26.76
C 15.00 -16.45 -24.27
N 15.26 -17.09 -25.64
O 14.31 -16.98 -26.42
O 16.40 -17.45 -25.91
H 15.09 -17.19 -23.47
H 13.98 -16.07 -24.31
H 15.83 -15.75 -24.20
C 11.35 -13.55 -31.18
N 11.28 -14.76 -30.36
O 10.14 -15.27 -30.22
O 12.28 -15.26 -29.97
H 11.55 -12.70 -30.53
H 10.34 -13.37 -31.55
H 12.04 -13.75 -32.01
*
```

Values from the calculation:
LUMO (spin up / spin down): 1.0 / -0.1 eV

=====

8.
Formula: C4H8ClN
Source: the OMol25 dataset
Level of theory: ωB97M-V/def2-TZVPD

ORCA input file:
```
! wB97M-V def2-TZVPD RIJCOSX def2/J DEFGRID3
* xyz 0 1
H -2.22 2.03 -0.74
N -1.36 1.58 -0.41
C -1.33 0.42 -0.07
Cl -2.77 -0.71 0.06
C 0.06 -0.27 0.54
C 1.25 0.72 0.56
C 0.47 -1.27 -0.58
H -0.31 -0.79 1.38
H 1.47 1.14 -0.39
H 0.94 1.69 1.18
H 2.12 0.13 1.12
H 1.37 -1.77 -0.47
H 0.54 -0.87 -1.62
H -0.21 -2.02 -0.55
*
```

Values from the calculation:
LUMO: 0.9 eV
ΔE to the lowest compared entry with this formula, charge and spin: 71.8 kJ/mol
SMILES: [H]/N=C(\Cl)C(C)C